Computed, not measured: an isolated ion of composition C6H12N3S and charge +1 at a distorted geometry, with wB97M-V/def2-TZVPD.

```
! wB97M-V def2-TZVPD RIJCOSX def2/J DEFGRID3
* xyz 1 1
S 2.41856 0.17060 -0.70832
N 0.71004 -0.36841 1.20888
N -0.53751 0.81529 -0.84833
N -2.93128 0.51931 -0.99923
C -0.40588 -0.90944 1.34043
C 1.25118 0.57225 0.44790
C 2.34216 -1.69751 -0.90977
C -1.67850 0.32116 -0.55961
C -1.63475 -0.81171 0.42449
C 1.24939 1.90557 1.04311
H 0.40748 2.36278 1.46078
H -0.50636 1.50317 -1.59098
H -1.70620 -1.76515 -0.35513
H 1.85082 1.96041 1.85688
H 1.23069 -1.87039 -1.10237
H -0.41991 -1.61223 2.25761
H -3.52730 -0.31998 -1.02028
H 1.81344 2.71191 0.35231
H 2.73316 -2.01160 0.05428
H -2.53298 -1.08505 1.09692
H 2.95164 -1.67338 -1.87301
H -3.07790 1.28239 -1.57657
*
```

The calculation puts the HOMO energy at -13.431 eV. The calculation puts the total energy at -21713.502 eV.


Computed, not measured: a 6-piece molecular cluster, C22H58N4O10 overall at a distorted geometry, with wB97M-V/def2-TZVPD.

```
! wB97M-V def2-TZVPD RIJCOSX def2/J DEFGRID3
* xyz 2 1
O 4.10655 5.15141 -2.92581
O 1.35382 3.06693 0.93281
O 5.35058 4.85703 -1.15960
O 1.15537 -7.74321 0.82961
O 1.32117 0.87792 1.35434
O 3.12232 -2.13967 -3.58418
O 3.15688 1.88414 0.77436
O -3.23471 4.61207 4.32343
O 5.76912 6.46085 -2.60369
O -2.83452 1.96512 -1.56322
N -1.88373 2.17725 5.12003
N -5.79811 0.94005 -1.33945
N 5.25139 0.14577 -4.24630
N 0.54220 -4.75196 1.04313
C -2.97653 2.31665 6.24716
C -5.97196 2.17670 -0.44031
C 5.69200 1.33128 -5.13237
C -1.47435 0.71429 5.16798
C 3.13919 -0.73848 -3.09331
C -0.64212 3.07404 5.50818
C -4.54438 0.17306 -0.90130
C 5.09461 5.47782 -2.25082
C 3.74751 0.33613 -4.01467
C 1.95254 1.88550 1.09277
C 0.02817 -5.29192 2.33648
C -0.47577 -3.62948 0.68604
C 5.58839 -0.96643 -5.26801
C 1.94891 -4.18393 1.13562
C 0.45450 -5.72004 -0.16789
C -2.60234 3.86124 3.40789
C -7.08407 0.16405 -1.15266
C 6.17315 0.04696 -2.96356
C 1.45289 -6.83795 -0.22528
C -2.60011 2.39991 3.78757
C -5.73918 1.26918 -2.82602
C -3.17746 0.60543 -1.42643
H 2.64455 -4.86651 1.62375
H -6.65233 1.83125 -3.02180
H -2.50588 2.09720 7.20551
H 0.04448 3.06687 4.66164
H -7.92728 0.76667 -1.49023
H 5.88948 0.90159 -2.34936
H 6.70035 1.27992 -5.54309
H -6.02347 1.85349 0.59939
H 5.04797 1.30190 -6.01127
H -0.27145 2.71845 6.46956
H -3.09886 3.39483 6.35042
H -3.03371 4.05962 2.42673
H 2.30417 -3.86141 0.15692
H -3.17246 5.44576 3.85153
H 3.74779 -0.76801 -2.18952
H -2.43746 0.24522 -0.71177
H -1.43640 -4.13914 0.61167
H -2.19003 2.32553 -0.94976
H 2.18264 -0.36119 -2.73170
H 1.78015 -3.30829 1.76242
H -5.13976 2.79178 -0.78268
H -2.68506 0.04760 -2.22296
H -0.04808 -4.40035 2.95890
H -1.08503 4.04179 5.74355
H 0.63277 -5.13231 -1.06838
H 5.69344 2.23988 -4.53024
H -1.52674 4.02875 3.46384
H -5.59011 0.36701 -3.41929
H -4.67756 0.16024 0.18046
H -0.42336 -3.02347 1.59053
H 3.21025 0.51652 -4.94575
H 5.13151 -0.89355 -6.25494
H -0.92793 0.34669 6.03654
H 3.91114 -2.57927 -3.25844
H 2.17059 3.43137 0.58399
H 7.19553 0.25190 -3.28112
H -2.11210 1.95266 2.92159
H -0.10720 -3.20993 -0.25004
H -0.98828 -5.67259 2.23632
H -2.36121 0.09126 5.05214
H -3.63197 2.05261 3.83991
H 5.94766 -0.85446 -2.39374
H -7.07067 -0.72474 -1.78350
H 1.49355 -7.40203 -1.15709
H -7.24819 -0.15003 -0.12187
H 0.65741 -6.08762 2.73523
H -6.84470 2.71416 -0.81119
H -4.75687 -0.81301 -1.31435
H 4.59682 4.28660 -1.32707
H 3.57845 1.28615 -3.50775
H -4.83883 1.85784 -3.00195
H 1.72332 -8.51072 0.72976
H -0.58729 -5.99942 -0.32512
H 5.26091 -1.79667 -4.64226
H 2.45830 -6.42509 -0.14297
H 6.67304 -1.05707 -5.20955
H -3.86682 1.69451 6.15538
H -0.77102 0.62135 4.34045
*
```

The calculation puts the HOMO energy at -7.595 eV. The calculation puts the total energy at -50165.841 eV.


Computed, not measured: C36H99N14NaO19 as an isolated structure at a distorted geometry, with wB97M-V/def2-TZVPD.

```
! wB97M-V def2-TZVPD RIJCOSX def2/J DEFGRID3
* xyz 0 1
Na -5.35073 0.71328 0.81100
O -0.64521 -0.51466 0.32369
O -0.76078 4.39999 -1.77874
O 6.42680 3.82962 1.23097
O -6.11966 3.22813 1.44710
O -2.51310 -4.93736 -0.73843
O 3.19410 -0.68900 -3.13481
O 0.75692 3.84347 4.91417
O 0.85520 0.64778 0.97096
O -2.11001 -1.53099 -4.99352
O -3.08342 2.77624 4.44636
O 6.11521 -5.22853 5.87829
O 2.58533 -3.91730 1.38506
O -0.88675 -5.46697 -7.03149
O -3.00339 0.63917 0.23806
O 1.33478 -1.33219 0.37308
O 1.52301 -5.59969 -3.16280
O -2.06388 -0.12077 5.17259
O -6.03811 2.66109 -4.13803
O 3.64631 0.09726 4.57627
N 0.79258 -4.75794 -1.29320
N 4.03959 1.71339 -0.40381
N -6.09950 1.57238 -1.40801
N 0.44427 3.54560 1.21388
N -1.97163 -3.45099 0.94396
N -1.40061 -2.31838 -7.77573
N -0.69726 -5.15819 -2.85804
N -1.23723 0.59882 3.26400
N 0.54498 -0.42899 0.46424
N 4.67512 -3.22257 3.21556
N -0.24914 -1.03846 4.43260
N -3.77795 4.88766 4.87539
N -2.48788 4.67949 3.32155
N -2.43800 -2.74137 -1.01645
C 1.15775 3.84239 2.44818
C -0.56345 5.70571 -2.36220
C 3.11183 0.50817 -2.37502
C -1.23209 -0.18913 4.28117
C 1.65046 -4.00308 2.44393
C 5.28290 2.03777 0.29242
C -2.76607 -2.20364 -7.29369
C -2.29657 -3.81529 -0.29827
C 6.23701 -4.83998 4.50219
C -6.00970 3.02245 -1.14380
C 4.38670 -0.75747 3.68175
C -6.79645 3.47618 2.72249
C -1.22004 -3.56423 -8.54963
C -0.24648 -4.57788 -7.92752
C 0.35447 2.96346 5.95796
C 6.67622 3.71126 2.64555
C 0.60052 -5.17731 -2.48689
C 3.90454 1.48748 4.46178
C -2.83405 -1.13910 -6.16512
C 3.94499 0.39908 -1.09428
C -3.20227 3.98198 4.17410
C 0.61638 3.12262 3.64972
C 7.24475 -5.89082 6.31667
C -2.62373 1.99541 0.08582
C 0.92453 4.28858 0.10061
C 4.35879 -2.17476 4.17863
C -6.84189 3.38723 0.17277
C -5.80466 1.32744 -3.76206
C 4.82859 -4.54884 3.80202
C -5.12681 1.15645 -2.39721
C 0.02927 -6.27366 -6.26549
C 5.09856 3.41269 0.89764
C 0.42568 3.76962 -1.26985
C 2.66490 -1.88231 -2.52104
C -2.35148 -0.83408 -3.80243
C -6.49030 2.72054 -5.53642
H -6.53851 3.45583 -1.99270
H -1.49197 5.96976 -2.86839
H -0.39015 6.53344 -1.67451
H 4.98144 0.07432 -1.18603
H 0.65816 -4.39552 2.22164
H -0.39843 -6.83261 -5.43318
H 1.67392 -1.70697 -2.10232
H -2.28151 0.25284 -3.76004
H 4.25424 3.55410 1.57235
H -3.86436 -0.91346 -5.89009
H 0.59939 -6.92948 -6.92349
H 6.15580 2.86304 3.09028
H 6.53080 4.60741 3.24875
H -3.57891 5.84849 4.63604
H -0.76884 -2.08199 -7.02401
H -0.56383 0.33843 2.55772
H 2.08221 0.62806 -2.03795
H -5.07751 1.05572 -4.52725
H 1.42770 -2.99526 2.79434
H 3.31407 2.21744 5.01551
H -2.79457 -2.85363 -1.95473
H -2.23188 -3.78607 -8.88886
H -1.52862 -4.96929 -2.31651
H 6.80195 -3.91666 4.37405
H -7.02153 1.67914 -1.80619
H 6.05028 2.07990 -0.48052
H -1.75012 -4.18759 1.59852
H 0.59814 5.32367 0.20140
H -3.33201 -1.12029 -3.42197
H 0.17353 5.57208 -3.15409
H -6.60852 0.59490 -3.83479
H 0.42804 3.45781 6.92662
H -1.87798 4.13227 2.73107
H 6.70505 -5.67987 3.98875
H -0.80465 -3.28658 -9.51837
H -1.71646 -2.47982 1.05271
H -7.37762 2.12744 -5.75776
H 2.24706 -3.23294 0.80298
H 4.05863 -4.90160 4.48819
H 0.78033 -4.28990 -7.70207
H -2.65122 2.32267 -0.95353
H 2.01202 4.32562 0.03674
H 4.68363 -5.31025 3.03564
H -6.86385 3.66805 -5.92473
H 1.34295 4.90878 2.57705
H 4.87138 4.11094 0.09207
H -0.41822 2.82858 3.47293
H -3.24120 2.52311 0.81270
H 0.62754 2.56233 1.07353
H 3.46983 -2.35768 4.78228
H 5.42290 -0.41974 3.66362
H -3.02816 -3.21064 -6.96907
H -2.07432 -1.87031 -0.65717
H 3.32673 -2.40780 -1.83262
H -5.68583 2.36088 -6.17796
H 1.24057 3.95780 -1.96888
H -4.23068 4.56982 5.72045
H 7.22340 -5.71294 7.39184
H -7.32724 4.35077 0.01747
H -6.37612 2.85555 3.51384
H 4.13993 -3.07894 2.37114
H 3.98558 -0.72551 2.66874
H -2.65773 5.67412 3.27724
H 7.33769 -6.97301 6.22537
H -1.50530 -1.18468 -3.21154
H 0.92812 2.05112 6.12124
H 7.72248 3.42512 2.75310
H -0.69213 2.70170 5.80236
H 0.60284 -5.57836 -5.65257
H 1.20583 2.20734 3.70359
H -4.98023 3.34953 -0.99779
H 5.53198 1.40998 1.14795
H -7.60898 2.62753 0.32284
H -4.83630 0.12534 -2.19593
H 0.40181 2.69280 -1.43710
H 0.07482 -4.19495 -0.85967
H 3.35120 1.35549 -3.01754
H -7.86622 3.28124 2.64703
H 2.47584 -2.65461 -3.26664
H -2.16047 0.18766 0.15306
H 3.59892 1.61003 3.42270
H -6.62748 4.54471 2.85583
H 1.66922 -4.99894 -0.85328
H -2.54698 -0.17211 -6.57819
H 2.09141 -4.48246 3.31792
H 4.95568 1.76518 4.53983
H -4.23055 1.77680 -2.39769
H -3.40180 -1.77329 -8.06748
H 8.16292 -5.35937 6.06642
H 0.61163 -1.04146 3.90423
H -0.13078 -5.16957 -8.83561
H 2.18085 3.46755 2.41884
H 5.12774 -2.21145 4.95030
H -1.60590 2.11137 0.45822
H 3.62738 -0.37588 -0.39666
H -1.92445 1.31685 3.08440
H -0.41917 -1.83211 5.03368
H 3.32831 1.54676 0.29363
H -0.85798 -5.10722 -3.85387
*
```

The calculation puts the HOMO energy at -8.168 eV. The calculation puts the total energy at -103105.292 eV.


So what do the calculations give for lowest unoccupied orbital energy? Going down the list: -3.287, -5.025, -1.064 eV.